1.
Formula: C12H28ErNO3P2
Source: OMol25
Level of theory: ωB97M-V with the def2-TZVPD basis set

The geometry in XYZ format:
```
47
Properties=species:S:1:pos:R:3:mulliken_charge:R:1
C 1.0117 -1.2671 -3.1322 -0.78
C 1.0237 -0.9072 -1.7707 0.47
N -0.1359 -0.8911 -1.0470 0.27
C -1.3179 -1.0969 -1.6687 0.72
C -1.3874 -1.3970 -3.0285 -0.84
C -0.2005 -1.5743 -3.7674 -0.53
C 2.3455 -0.3525 -1.2314 -1.00
P 2.5262 -0.1902 0.6001 0.75
Er -0.0955 -0.6671 1.5088 0.11
P -2.5668 0.0339 0.6330 0.90
C -2.6020 -0.9969 -0.8651 -1.23
O 2.0329 2.6492 -2.1419 -0.63
O -0.8393 2.4714 -0.9384 -0.60
H 1.9376 -1.2660 -3.7422 0.38
H -2.3812 -1.6162 -3.4479 0.41
H -0.2788 -1.8212 -4.8473 0.36
C 3.4189 -1.7501 0.9464 -1.36
C 3.8357 1.0869 0.6962 -1.07
H -3.3677 -0.5816 -1.5183 0.44
H -2.9374 -2.0016 -0.6017 0.42
H 2.4946 0.6275 -1.6259 0.42
H 3.1739 -0.9934 -1.6605 0.47
C -3.7748 -0.8509 1.6634 -1.31
C -3.4830 1.5105 0.1212 -1.33
H -0.4251 2.7224 -0.0974 0.05
H -0.7599 3.3629 -1.3315 0.22
H 1.1664 2.3997 -1.7637 0.43
H 2.0098 2.3445 -3.0767 0.31
H -0.8445 -2.3631 1.4322 -0.26
H 0.2653 2.4394 1.5344 -0.18
H 4.3587 -1.7003 0.3806 0.42
H 3.5807 -1.8282 2.0354 0.37
H 2.8341 -2.5872 0.5253 0.37
H 4.8074 0.6488 0.4251 0.37
H 3.6217 1.9004 -0.0140 0.33
H 3.8522 1.4820 1.7275 0.33
H -4.4893 1.2363 -0.2387 0.41
H -3.5493 2.1983 0.9826 0.39
H -2.9188 2.0005 -0.6869 0.32
H -4.7825 -0.7429 1.2519 0.39
H -3.5411 -1.9198 1.6779 0.37
H -3.7497 -0.4459 2.6846 0.37
C 0.0271 0.1563 4.7440 -0.69
O -0.0116 -0.0964 3.3684 -0.49
H -0.8626 0.7231 5.0429 0.22
H 0.9366 0.7142 4.9941 0.22
H 0.0421 -0.8032 5.2679 0.29
```

Values from the calculation:
Total energy (Eh): -2452.20702
⟨S²⟩: 3.753
Multiplicity: 4

2.
Formula: C2H3N3
Source: OMol25
Level of theory: ωB97M-V with the def2-TZVPD basis set

The geometry in XYZ format:
```
8
Properties=species:S:1:pos:R:3:mulliken_charge:R:1
C 2.6588 -0.2161 -0.0260 -0.09
C -1.3149 0.1238 0.0296 -0.54
N 3.1116 0.8324 -0.0679 -0.39
N 0.6781 -1.1967 0.2624 -0.25
N -0.0086 -0.3496 -0.1082 0.43
H -1.3656 1.0867 -0.5711 0.28
H -1.5588 0.1708 1.0905 0.29
H -2.2007 -0.4514 -0.6094 0.27
```

Values from the calculation:
Total energy (Eh): -242.08375

3.
Formula: C3H6LaO3
Source: OMol25
Level of theory: ωB97M-V with the def2-TZVPD basis set

The geometry in XYZ format:
```
13
Properties=species:S:1:pos:R:3:mulliken_charge:R:1
O 2.3318 3.0628 0.8269 -0.68
La 0.5122 2.1314 -0.0812 2.04
C -2.1126 -0.3346 -0.0648 -0.65
O -0.7056 -0.0513 -0.0927 -0.38
C 0.1290 -1.1945 -0.1708 0.05
C 1.4393 -0.7171 -0.7480 -0.18
O 2.5480 -0.8536 -0.4034 -0.18
H -2.6364 0.6071 -0.2540 0.28
H -2.3517 -1.0653 -0.8475 0.32
H -2.3845 -0.7243 0.9241 0.32
H -0.3007 -1.9565 -0.8413 0.36
H 0.3116 -1.6226 0.8282 0.36
H 3.2196 2.7185 0.9246 0.34
```

Values from the calculation:
Total energy (Eh): -374.50794
⟨S²⟩: 0.753
Multiplicity: 2
Charge: +2

4.
Formula: CH3ClO3S2
Source: OMol25
Level of theory: ωB97M-V with the def2-TZVPD basis set

The geometry in XYZ format:
```
10
Properties=species:S:1:pos:R:3:mulliken_charge:R:1
C 1.1772 -0.2482 0.1358 -0.88
O -1.5881 0.2298 1.9472 -0.31
O -0.4769 0.5777 -1.9112 -0.47
O -0.0294 2.1696 -0.1563 -0.55
S -2.0603 0.1764 0.5487 0.53
S -0.1571 0.7725 -0.5347 0.93
Cl -0.9949 -2.3841 -0.6111 -0.39
H 1.8890 0.4921 0.3348 0.43
H 0.7702 -0.8529 1.0575 0.37
H 1.4703 -0.9328 -0.8107 0.33
```

Values from the calculation:
Total energy (Eh): -1522.04654